No. 1
12
Properties=species:S:1:pos:R:3:forces:R:3:lowdin_charge:R:1 method="wB97M-V/def2-TZVPD" e_lumo_ev=0.4 e_homo_ev=-8.77 multiplicity=1 homo_lumo_gap_ev=9.13
O -1.466257 -1.607116 2.013974 0.3 0.0 -0.5 0.07
O -0.016773 1.838471 -2.227723 0.0 -0.2 0.5 0.11
N 0.130052 0.103573 -0.728851 -0.2 0.0 -0.3 -0.05
C 1.332676 -0.468083 0.141149 0.0 0.2 0.2 0.01
C 0.091259 1.479378 -1.091136 0.1 0.2 -0.3 -0.26
C -0.024409 -0.252979 0.707426 -0.1 0.1 0.1 -0.30
C -0.858085 -1.469964 0.982511 -0.2 -0.1 0.3 -0.22
H -0.835401 -2.257036 0.199792 0.0 0.1 0.1 0.13
H 0.200112 2.143319 -0.217985 0.1 -0.1 -0.1 0.15
H -0.174642 -0.527309 -1.465448 0.0 0.1 0.1 0.17
H 1.947143 0.419204 0.361863 -0.1 -0.1 0.0 0.04
H -0.325676 0.598542 1.324429 0.1 -0.1 -0.1 0.15

***

No. 2
12
Properties=species:S:1:pos:R:3:forces:R:3:lowdin_charge:R:1 method="wB97M-V/def2-TZVPD" e_lumo_ev=0.3 e_homo_ev=-10.05 multiplicity=1 smiles="C=CN(C=O)C=O" homo_lumo_gap_ev=10.33
O -1.273421 2.284303 -0.208259 -1.2 -4.2 1.6 0.00
O -2.058078 -1.533106 -0.118722 2.5 0.7 -0.2 0.01
N -0.476768 0.125300 0.024630 1.6 1.7 0.4 -0.03
C 1.918253 -0.252946 -0.073760 0.7 -3.5 -1.7 -0.01
C 0.971605 0.637264 0.105884 -2.1 -0.4 -0.8 -0.08
C -0.869712 -1.193266 -0.030500 -0.9 -2.4 1.6 -0.28
C -1.502302 1.080227 0.108082 0.8 3.3 -1.4 -0.21
H -2.473474 0.606574 0.427913 0.8 0.9 -0.4 0.15
H 2.985067 -0.094993 -0.218423 -0.3 0.7 0.5 0.05
H 1.714493 -1.409612 -0.395715 0.2 3.1 1.1 0.10
H 1.102342 1.756205 0.156476 -0.5 -1.6 0.2 0.13
H -0.038002 -2.005947 0.222399 -1.5 1.8 -0.8 0.16